A 11-piece molecular cluster, C20H47BrClN14O22 overall in a non-equilibrium geometry. Source: the Open Molecules 2025 dataset; level of theory: ωB97M-V with the def2-TZVPD basis set.

Last column: Löwdin charge in e.
Cartesian coordinates (Å):
1 C 5.025 -0.740 -0.166  -0.02
2 C 4.923 -1.061 -1.791  -0.27
3 O 4.745 -2.342 -2.130  -0.02
4 N 5.048 0.048 -2.802  -0.11
5 C 4.582 -0.329 -4.184  -0.05
6 N 4.569 1.265 -2.361  0.10
7 C 3.263 1.595 -2.086  -0.09
8 N 2.978 2.990 -1.579  0.07
9 C 1.585 3.473 -1.908  -0.36
10 C 1.227 4.635 -0.760  -0.07
11 C 0.402 2.345 -1.779  -0.57
12 Br -0.588 2.179 -3.508  0.77
13 C 1.091 0.959 -1.234  -0.32
14 C -0.092 -0.153 -1.009  -0.10
15 C 0.418 -1.576 -0.349  -0.54
16 O -0.131 -2.699 -0.885  -0.10
17 Cl 1.612 -1.755 1.060  0.60
18 N 2.159 0.571 -2.232  0.12
19 H 5.815 0.141 -0.063  0.07
20 H 5.358 -1.715 0.412  0.12
21 H 3.966 -0.337 0.158  0.04
22 H 3.699 -1.131 -4.192  0.12
23 H 5.507 -0.816 -4.748  0.13
24 H 4.315 0.653 -4.763  0.09
25 H 5.295 2.028 -2.210  0.18
26 H 3.233 3.121 -0.575  0.15
27 H 1.480 4.000 -2.949  0.13
28 H 1.211 4.040 0.275  0.11
29 H 2.097 5.424 -0.656  0.07
30 H 0.177 5.126 -0.918  0.11
31 H -0.375 2.686 -0.941  0.13
32 H 1.552 1.209 -0.162  0.17
33 H -0.721 -0.377 -1.985  0.13
34 H -0.878 0.296 -0.232  0.16
35 H 1.800 0.490 -3.208  0.11
36 C -2.848 -4.223 -0.133  0.04
37 N -4.281 -3.863 0.036  -0.41
38 O -4.706 -2.905 -0.620  0.05
39 O -4.940 -4.553 0.824  0.04
40 H -2.394 -3.537 -0.851  0.07
41 H -2.367 -4.133 0.843  0.11
42 H -2.807 -5.250 -0.503  0.11
43 C -6.336 -6.825 2.648  0.04
44 N -5.659 -8.084 3.061  -0.41
45 O -4.430 -8.133 2.936  0.06
46 O -6.380 -8.987 3.501  0.04
47 H -5.584 -6.122 2.283  0.06
48 H -7.044 -7.077 1.856  0.11
49 H -6.847 -6.423 3.524  0.11
50 C 2.115 8.783 1.819  0.05
51 N 1.985 7.495 1.086  -0.41
52 O 2.998 6.792 0.992  0.04
53 O 0.869 7.225 0.627  0.04
54 H 3.144 8.889 2.167  0.10
55 H 1.857 9.585 1.124  0.11
56 H 1.424 8.752 2.664  0.11
57 C -6.431 -0.353 0.870  0.04
58 N -6.233 0.800 1.789  -0.42
59 O -6.150 0.553 2.997  0.05
60 O -6.167 1.921 1.271  0.05
61 H -6.471 -1.271 1.459  0.09
62 H -7.372 -0.194 0.339  0.11
63 H -5.585 -0.373 0.180  0.09
64 C -7.079 2.404 5.494  0.02
65 N -8.202 3.065 6.212  -0.43
66 O -8.732 4.038 5.663  0.05
67 O -8.520 2.587 7.308  0.05
68 H -6.909 2.926 4.550  0.09
69 H -6.197 2.466 6.134  0.10
70 H -7.368 1.367 5.314  0.09
71 C 4.682 5.459 -4.130  0.05
72 N 5.789 4.468 -4.062  -0.42
73 O 6.011 3.795 -5.075  0.07
74 O 6.405 4.393 -2.992  0.02
75 H 4.231 5.416 -5.124  0.10
76 H 3.952 5.191 -3.364  0.08
77 H 5.110 6.445 -3.943  0.11
78 C -6.401 -12.021 2.764  0.03
79 N -7.383 -13.138 2.726  -0.43
80 O -8.525 -12.902 3.137  0.05
81 O -6.980 -14.220 2.284  0.04
82 H -6.890 -11.134 3.174  0.06
83 H -5.572 -12.333 3.402  0.11
84 H -6.069 -11.839 1.740  0.10
85 C 1.218 -2.584 5.228  0.03
86 N 0.648 -1.226 5.438  -0.43
87 O -0.115 -0.792 4.567  0.03
88 O 0.981 -0.635 6.471  0.06
89 H 0.842 -2.984 4.284  0.08
90 H 2.305 -2.483 5.198  0.10
91 H 0.900 -3.208 6.066  0.11
92 C 8.765 3.542 -0.542  0.04
93 N 8.094 2.617 0.411  -0.42
94 O 8.798 2.093 1.282  0.08
95 O 6.879 2.443 0.257  0.00
96 H 9.826 3.600 -0.290  0.10
97 H 8.628 3.136 -1.547  0.10
98 H 8.290 4.520 -0.441  0.10
99 C 0.931 1.951 -7.678  0.06
100 N 1.696 1.671 -6.433  -0.41
101 O 1.089 1.121 -5.507  -0.10
102 O 2.885 2.012 -6.420  0.05
103 H -0.095 1.600 -7.548  0.10
104 H 0.952 3.030 -7.842  0.11
105 H 1.422 1.415 -8.493  0.11

Summary:
total charge	+1
DFT total energy	-6244.9070	a.u.
2S+1	1
HOMO-LUMO gap	7.572	eV

A 5-piece molecular cluster, C20H47BrF3IN3O20P6 overall in a non-equilibrium geometry. Source: the Open Molecules 2025 dataset; level of theory: ωB97M-V with the def2-TZVPD basis set.

Last column: Löwdin charge in e.
Cartesian coordinates (Å):
1 N -3.570 2.997 -1.091  0.12
2 C -4.552 2.240 -0.834  -0.20
3 C -4.420 1.271 0.341  -0.12
4 C -2.947 1.086 0.593  -0.29
5 C -2.257 1.639 1.600  -0.43
6 P -2.995 2.730 2.885  0.57
7 O -2.010 4.042 2.840  -0.39
8 Br -2.591 1.605 4.777  0.32
9 N -0.930 1.198 1.361  -0.38
10 I 0.559 1.784 2.641  1.17
11 C -0.862 0.443 0.297  -0.33
12 C 0.428 -0.142 -0.217  -0.03
13 C 1.353 1.041 -0.652  -0.31
14 O 2.628 0.805 -0.119  -0.01
15 C 1.391 1.243 -2.172  -0.60
16 F 2.293 0.458 -2.748  0.18
17 F 0.208 1.065 -2.753  0.15
18 F 1.780 2.515 -2.388  0.14
19 N -2.112 0.329 -0.212  -0.04
20 P -2.452 -0.654 -1.682  0.92
21 O -4.039 -1.033 -1.629  -0.23
22 O -1.688 -2.075 -1.380  -0.25
23 H -3.772 3.584 -1.900  0.07
24 H -5.450 2.270 -1.456  0.12
25 H -4.913 0.322 0.141  0.10
26 H -4.866 1.685 1.247  0.09
27 H -1.641 4.224 3.717  0.04
28 H 0.904 -0.674 0.606  0.13
29 H 0.266 -0.764 -1.093  0.10
30 H 0.960 1.974 -0.233  0.11
31 H 3.093 1.653 -0.101  0.12
32 H -4.182 -1.597 -0.848  0.08
33 H -1.880 -2.349 -0.465  0.09
34 C -1.198 -4.897 -3.461  -0.09
35 O -0.923 -5.719 -2.322  -0.21
36 P 0.171 -6.862 -2.429  0.32
37 O 0.284 -7.698 -1.243  -0.21
38 O 1.512 -6.096 -2.837  -0.23
39 C 2.036 -5.140 -1.914  -0.09
40 O -0.214 -7.599 -3.771  -0.21
41 C 0.653 -8.648 -4.234  -0.07
42 H -1.269 -3.865 -3.125  0.06
43 H -0.416 -4.965 -4.218  0.09
44 H -2.147 -5.198 -3.901  0.10
45 H 1.600 -5.255 -0.921  0.09
46 H 1.827 -4.136 -2.289  0.08
47 H 3.113 -5.278 -1.848  0.09
48 H 1.689 -8.462 -3.954  0.09
49 H 0.584 -8.681 -5.319  0.09
50 H 0.327 -9.601 -3.821  0.09
51 C -8.657 -0.086 7.509  -0.08
52 O -7.318 -0.109 6.991  -0.21
53 P -6.167 0.624 7.788  0.32
54 O -4.875 0.630 7.108  -0.26
55 O -6.162 -0.071 9.221  -0.23
56 C -5.852 -1.469 9.284  -0.08
57 O -6.789 2.042 8.105  -0.21
58 C -6.028 2.942 8.925  -0.08
59 H -9.076 -1.086 7.414  0.09
60 H -8.683 0.208 8.558  0.09
61 H -9.253 0.612 6.925  0.09
62 H -5.389 -1.823 8.363  0.09
63 H -6.772 -2.025 9.464  0.09
64 H -5.169 -1.633 10.113  0.09
65 H -5.421 2.403 9.651  0.09
66 H -6.729 3.579 9.458  0.09
67 H -5.388 3.558 8.295  0.09
68 C 0.190 4.119 -5.275  -0.09
69 O 0.061 3.461 -6.536  -0.20
70 P 1.251 3.555 -7.580  0.33
71 O 0.978 2.925 -8.862  -0.21
72 O 2.493 2.960 -6.777  -0.23
73 C 2.398 1.602 -6.352  -0.09
74 O 1.590 5.098 -7.619  -0.21
75 C 2.721 5.516 -8.398  -0.08
76 H -0.164 3.441 -4.499  0.07
77 H 1.225 4.386 -5.060  0.09
78 H -0.421 5.020 -5.272  0.09
79 H 1.603 1.065 -6.870  0.09
80 H 2.202 1.591 -5.278  0.07
81 H 3.347 1.105 -6.543  0.09
82 H 3.498 4.752 -8.415  0.09
83 H 3.125 6.417 -7.942  0.09
84 H 2.402 5.737 -9.415  0.09
85 C 7.144 -1.902 2.452  -0.08
86 O 6.349 -0.709 2.514  -0.21
87 P 6.951 0.651 1.974  0.32
88 O 6.095 1.814 2.189  -0.23
89 O 7.294 0.359 0.442  -0.22
90 C 6.188 0.046 -0.406  -0.09
91 O 8.381 0.703 2.638  -0.21
92 C 9.256 1.782 2.272  -0.07
93 H 6.513 -2.714 2.098  0.09
94 H 7.991 -1.793 1.776  0.09
95 H 7.509 -2.138 3.450  0.09
96 H 5.242 0.322 0.060  0.06
97 H 6.188 -1.024 -0.616  0.09
98 H 6.297 0.592 -1.340  0.09
99 H 9.087 2.101 1.244  0.09
100 H 10.279 1.426 2.364  0.09
101 H 9.104 2.623 2.946  0.09

Summary:
total charge	+1
DFT total energy	-7678.9938	a.u.
2S+1	1
HOMO-LUMO gap	7.846	eV

A 5-piece molecular cluster, C20H47N2O17P2 overall in a non-equilibrium geometry. Source: the Open Molecules 2025 dataset; level of theory: ωB97M-V with the def2-TZVPD basis set.

Last column: Löwdin charge in e.
Cartesian coordinates (Å):
1 C -2.204 -2.496 -1.564  -0.15
2 C -2.251 -0.884 -1.129  -0.25
3 C -3.732 -0.413 -0.575  -0.18
4 C -3.805 1.151 -0.080  -0.23
5 O -2.680 1.583 0.772  -0.17
6 C -2.164 2.908 0.302  -0.28
7 C -1.232 2.463 -1.011  -0.19
8 O -0.113 1.726 -0.379  -0.37
9 P 0.383 2.717 1.024  0.42
10 N 1.052 4.076 0.153  -0.21
11 C 2.240 3.974 -0.685  -0.36
12 C 2.125 3.167 -2.123  -0.14
13 P 2.267 1.590 1.423  0.60
14 N 3.363 2.548 2.187  -0.28
15 O 1.861 0.310 2.567  -0.32
16 O 2.890 0.801 0.001  -0.30
17 O -1.143 3.583 1.166  -0.37
18 H -2.514 -2.507 -2.709  0.07
19 H -2.942 -3.159 -0.938  0.07
20 H -1.083 -2.861 -1.512  0.07
21 H -1.430 -0.751 -0.301  0.11
22 H -1.937 -0.276 -2.107  0.11
23 H -4.538 -0.538 -1.430  0.11
24 H -4.033 -1.083 0.361  0.12
25 H -4.802 1.262 0.566  0.13
26 H -3.975 1.865 -1.020  0.13
27 H -2.953 3.731 0.011  0.16
28 H -1.813 1.908 -1.893  0.11
29 H -0.929 3.470 -1.527  0.11
30 H 0.650 3.274 2.357  0.00
31 H -0.193 1.616 1.759  0.00
32 H 1.054 4.933 0.781  0.11
33 H 2.452 5.097 -1.058  0.11
34 H 3.283 3.712 -0.164  0.09
35 H 3.224 3.209 -2.590  0.08
36 H 1.446 3.793 -2.840  0.07
37 H 1.859 2.037 -2.036  0.05
38 H 4.238 2.536 1.585  -0.04
39 H 1.604 0.790 3.413  0.05
40 H 2.304 -0.030 -0.103  0.08
41 C -1.966 5.387 2.988  -0.05
42 O -2.740 5.548 4.175  0.00
43 C -2.005 5.679 5.308  -0.54
44 O -0.786 5.668 5.377  0.08
45 O -2.861 5.824 6.351  -0.01
46 C -2.223 5.973 7.618  -0.06
47 H -2.655 5.291 2.145  0.09
48 H -1.333 6.263 2.818  0.10
49 H -1.361 4.476 3.043  0.08
50 H -1.600 6.874 7.632  0.10
51 H -1.629 5.086 7.857  0.10
52 H -3.002 6.081 8.378  0.09
53 C -1.736 -6.996 -5.073  -0.04
54 O -2.510 -5.799 -5.006  -0.01
55 C -2.613 -5.134 -6.184  -0.56
56 O -2.113 -5.473 -7.245  0.10
57 O -3.369 -4.026 -5.977  -0.01
58 C -3.563 -3.223 -7.139  -0.05
59 H -1.721 -7.445 -4.076  0.10
60 H -2.191 -7.711 -5.766  0.10
61 H -0.705 -6.773 -5.366  0.08
62 H -4.091 -3.787 -7.915  0.10
63 H -2.605 -2.849 -7.515  0.10
64 H -4.181 -2.365 -6.858  0.09
65 C 1.533 3.990 5.530  -0.06
66 O 1.504 2.805 6.322  -0.01
67 C 2.663 2.544 6.978  -0.56
68 O 3.678 3.222 6.938  0.10
69 O 2.498 1.398 7.686  -0.02
70 C 3.645 0.998 8.432  -0.06
71 H 0.555 4.100 5.051  0.06
72 H 1.709 4.870 6.157  0.10
73 H 2.293 3.913 4.746  0.09
74 H 3.907 1.758 9.176  0.09
75 H 4.490 0.801 7.764  0.10
76 H 3.400 0.072 8.959  0.09
77 C 2.233 -6.325 -6.453  -0.05
78 O 2.038 -7.436 -5.581  -0.02
79 C 3.162 -8.155 -5.333  -0.56
80 O 4.274 -7.925 -5.783  0.11
81 O 2.835 -9.172 -4.497  -0.01
82 C 3.929 -10.018 -4.147  -0.05
83 H 1.270 -5.823 -6.582  0.09
84 H 2.938 -5.610 -6.017  0.10
85 H 2.579 -6.661 -7.436  0.10
86 H 4.701 -9.451 -3.617  0.10
87 H 4.343 -10.502 -5.037  0.10
88 H 3.553 -10.796 -3.476  0.09

Summary:
total charge	-1
DFT total energy	-2861.4478	a.u.
2S+1	1
HOMO-LUMO gap	6.023	eV